Entry 1:
DFT (the ωB97M-V functional and the def2-TZVPD basis) results for the molecule C4H5BrSi in a non-equilibrium geometry.

Last column: natural (NBO) charge in e.
CARTESIAN COORDINATES (ANGSTROEM)
C  -0.73  -1.06  0.27  -0.401
C  -0.54  0.32  0.66  -0.105
C  0.02  -1.70  -0.61  -0.219
C  0.48  1.13  0.32  -0.739
Si  1.89  0.64  -0.79  1.097
Br  3.72  -0.18  0.18  -0.299
H  -1.59  -1.54  0.75  0.209
H  -1.31  0.71  1.32  0.206
H  0.03  -2.72  -0.92  0.183
H  0.45  2.15  0.69  0.236
H  2.37  1.49  -1.86  -0.168

Energy above the lowest of the compared OMol25 structures with the same formula, charge and spin in kcal/mol: 68.2
Gap between HOMO and LUMO (alpha / beta) in eV: 7.7354 / 7.2365
Calculated total energy in hartree: -3018.8059
Spin multiplicity: 1
LUMO energy (alpha / beta) in eV: -0.62 / -0.60

=====

Entry 2:
DFT (the ωB97M-V functional and the def2-TZVPD basis) results for a structure of composition C4H5CaLiO2 in a non-equilibrium geometry.

Last column: natural (NBO) charge in e.
CARTESIAN COORDINATES (ANGSTROEM)
H  0.59  -0.39  0.87  0.085
C  0.09  0.32  -0.02  0.422
C  -1.24  1.02  0.15  -0.491
C  -2.25  -0.12  0.02  -0.575
C  -1.53  -1.24  -0.65  0.166
O  -0.34  -0.83  -0.93  -0.520
O  1.13  0.90  -0.55  -1.017
Ca  3.14  0.49  -0.50  1.886
Li  -1.10  -3.38  -0.30  0.960
H  -1.31  1.76  -0.66  0.259
H  -1.29  1.54  1.12  0.261
H  -3.18  0.07  -0.54  0.298
H  -2.60  -0.46  1.01  0.267

Energy above the lowest of the compared OMol25 structures with the same formula, charge and spin in kcal/mol: 3.9
Gap between HOMO and LUMO in eV: 7.1480
Calculated total energy in hartree: -990.4230
Spin multiplicity: 1
LUMO energy in eV: -8.86
Charge: +2

=====

Entry 3:
DFT (the ωB97M-V functional and the def2-TZVPD basis) results for a structure of composition C4H5CaLiO7 in a non-equilibrium geometry.

Last column: natural (NBO) charge in e.
CARTESIAN COORDINATES (ANGSTROEM)
O  2.61  -1.49  -3.34  -0.869
C  1.96  -0.62  -2.67  0.956
O  1.92  0.58  -3.09  -0.878
O  1.31  -1.01  -1.61  -0.493
C  0.46  -0.07  -0.94  -0.077
O  -0.67  0.30  1.05  -0.450
C  -1.83  0.58  2.67  0.941
C  -0.13  -0.72  0.30  -0.130
O  -2.95  0.14  2.17  -0.675
O  -1.76  1.88  2.64  -0.831
Ca  3.36  0.01  -4.71  0.962
Li  -2.61  1.58  0.89  0.951
H  -0.34  0.24  -1.63  0.182
H  1.02  0.83  -0.68  0.204
H  -0.82  -1.52  -0.03  0.222
H  0.67  -1.23  0.88  0.182
O  -1.40  -0.05  3.83  -0.689
H  -0.79  0.56  4.26  0.492

Energy above the lowest of the compared OMol25 structures with the same formula, charge and spin in kcal/mol: 47.3
Gap between HOMO and LUMO (alpha / beta) in eV: 9.2683 / 2.3431
Calculated total energy in hartree: -1367.2250
Spin multiplicity: 1
LUMO energy (alpha / beta) in eV: -0.48 / -2.89

=====

Entry 4:
DFT (the ωB97M-V functional and the def2-TZVPD basis) results for a structure of composition C4H5CdO2 in a non-equilibrium geometry.

Last column: natural (NBO) charge in e.
CARTESIAN COORDINATES (ANGSTROEM)
H  -2.00  -2.09  1.34  0.486
O  -1.39  -1.36  1.49  -0.693
C  -0.39  -1.40  0.50  -0.118
C  0.20  -0.06  0.31  0.066
C  1.11  0.83  0.58  -0.171
H  -0.79  -1.74  -0.47  0.196
H  0.42  -2.10  0.77  0.200
H  2.00  1.11  1.13  0.253
C  0.11  1.26  -0.54  0.021
O  0.41  1.20  -1.87  -0.880
Cd  1.08  2.44  -2.98  1.462
H  -0.75  1.91  -0.27  0.178

Energy above the lowest of the compared OMol25 structures with the same formula, charge and spin in kcal/mol: 0.0
Gap between HOMO and LUMO (alpha / beta) in eV: 5.3338 / 5.3690
Calculated total energy in hartree: -473.1543
Spin multiplicity: 1
LUMO energy (alpha / beta) in eV: -7.57 / -7.58
Charge: +1

=====

Entry 5:
DFT (the ωB97M-V functional and the def2-TZVPD basis) results for a structure of composition C4H5CeO2 in a non-equilibrium geometry.

Last column: Mulliken charge in e.
CARTESIAN COORDINATES (ANGSTROEM)
H  1.62  2.39  1.54  0.340
O  0.87  2.14  1.00  -0.479
C  1.22  1.04  0.20  -0.300
C  0.01  0.35  -0.30  0.200
C  -0.92  0.24  -1.17  -0.426
H  1.83  0.31  0.76  0.324
H  1.83  1.35  -0.67  0.291
H  -1.40  0.55  -2.08  0.388
C  -1.08  -1.10  0.03  -0.066
O  -0.48  -2.30  0.00  -0.602
Ce  -1.95  -4.21  -0.28  1.889
H  -1.56  -0.76  0.96  0.441

Energy above the lowest of the compared OMol25 structures with the same formula, charge and spin in kcal/mol: 22.3
Gap between HOMO and LUMO (alpha / beta) in eV: 5.1030 / 5.0534
Calculated total energy in hartree: -780.1139
<S²>: 0.941
Spin multiplicity: 2
LUMO energy (alpha / beta) in eV: -10.34 / -10.01
Charge: +2

=====

Entry 6:
DFT (the ωB97M-V functional and the def2-TZVPD basis) results for the molecule C4H5Cl2O2P in a non-equilibrium geometry.

Last column: natural (NBO) charge in e.
CARTESIAN COORDINATES (ANGSTROEM)
C  0.06  0.78  -0.46  0.399
C  -0.19  -0.55  -0.49  -0.663
C  0.67  -2.13  1.69  0.256
C  -1.13  1.75  -0.66  -0.694
O  1.69  -2.11  2.29  -0.497
O  1.27  1.39  -0.44  -0.686
P  0.49  -2.29  -0.24  0.736
Cl  -0.87  -2.16  2.46  -0.035
Cl  2.39  -2.23  -0.69  -0.236
H  1.38  2.36  -0.31  0.507
H  -1.22  -0.72  -0.67  0.221
H  -2.10  1.30  -0.58  0.234
H  -1.29  1.90  -1.78  0.234
H  -1.15  2.71  -0.14  0.226

Energy above the lowest of the compared OMol25 structures with the same formula, charge and spin in kcal/mol: 54.4
Gap between HOMO and LUMO in eV: 9.3809
Calculated total energy in hartree: -1567.6058
Spin multiplicity: 1
LUMO energy in eV: 0.43